[1]
DFT (the ωB97M-V functional and the def2-TZVPD basis) results for C26H29HgN2O4 as an isolated structure in a non-equilibrium geometry.

Last column: Mulliken charge in e.
Geometry (Å):
C1 1.165 1.302 2.011  0.462
C2 1.562 0.184 2.787  -1.084
C3 2.563 -0.526 2.073  -0.563
H1 1.166 -0.075 3.765  0.606
C4 2.799 0.165 0.853  -0.796
C5 1.926 1.292 0.809  -0.851
H2 1.900 2.058 0.038  0.499
H3 0.411 2.035 2.285  0.379
H4 3.056 -1.437 2.405  0.401
H5 3.527 -0.104 0.090  0.515
C6 -0.316 -2.748 1.922  -0.039
C7 -0.706 -1.905 3.003  -0.748
C8 -1.723 -1.025 2.535  -0.400
H6 -0.298 -1.921 4.009  0.537
C9 -1.964 -1.325 1.167  -0.547
C10 -1.081 -2.375 0.778  -0.865
H7 -1.024 -2.844 -0.203  0.654
H8 0.440 -3.530 1.946  0.462
H9 -2.231 -0.257 3.111  0.389
H10 -2.682 -0.816 0.534  0.519
Hg1 0.396 -0.465 -1.306  0.340
O1 2.003 -3.653 -0.300  -0.312
C11 3.486 -3.599 -0.022  -0.330
C12 2.809 -3.026 -1.309  0.464
H11 3.566 -2.865 0.772  0.020
H12 4.018 -4.571 0.020  0.237
H13 2.638 -1.906 -1.388  0.024
H14 3.927 -2.500 -3.777  0.357
C13 3.306 -3.423 -3.821  -0.427
C14 2.668 -3.828 -2.610  0.225
C15 1.792 -4.976 -2.608  -0.338
H15 1.257 -5.260 -1.685  0.339
C16 1.564 -5.680 -3.786  -0.614
H16 0.852 -6.489 -3.693  0.374
C17 2.273 -5.317 -4.927  -0.321
H17 2.120 -5.901 -5.810  0.359
C18 3.145 -4.230 -4.968  -0.575
H18 3.735 -3.978 -5.848  0.365
C19 -1.400 4.127 2.500  -1.454
C20 -1.285 4.335 0.999  -0.644
C21 -2.336 3.592 0.132  1.945
C22 -3.803 4.005 0.413  -0.808
C23 -4.324 3.854 1.826  -1.215
C24 -2.061 3.987 -1.330  -0.288
O2 -2.465 4.988 -1.890  -0.692
N1 -1.249 3.141 -2.046  0.043
C25 -0.672 2.021 -1.548  0.359
O3 0.266 1.583 -2.296  -0.777
N2 -1.102 1.475 -0.402  0.244
C26 -2.133 2.065 0.286  -0.689
O4 -2.868 1.420 1.054  -0.633
H19 -1.987 4.930 2.960  0.395
H20 -0.402 4.154 2.953  0.410
H21 -1.861 3.159 2.743  0.311
H22 -1.365 5.406 0.754  0.480
H23 -0.283 4.008 0.665  0.296
H24 -3.918 5.050 0.089  0.360
H25 -4.438 3.395 -0.252  0.443
H26 -3.953 4.640 2.492  0.253
H27 -5.416 3.933 1.801  0.437
H28 -4.063 2.866 2.220  0.203
H29 -0.928 3.383 -2.978  0.302

Atomic forces in eV per Å
C 0.63 0.06 -0.84
C 0.33 0.22 -0.59
C 0.25 0.44 -0.64
H 0.12 0.05 -0.21
C 0.09 -1.51 0.78
C -1.32 0.69 1.08
H 0.01 -0.23 0.10
H 0.16 -0.24 -0.12
H -0.12 0.23 -0.08
H -0.11 0.10 0.21
C -0.41 0.00 -1.25
C -0.05 -0.43 -0.75
C -1.03 -0.01 -1.96
H -0.08 -0.07 -0.20
C -0.52 1.53 2.51
C 1.84 -1.66 1.40
H -0.03 0.09 0.36
H -0.17 0.34 -0.03
H 0.18 -0.16 -0.23
H 0.25 -0.12 0.20
Hg 0.73 -1.27 1.07
O 1.98 0.31 0.23
C -2.83 0.70 -1.77
C -0.39 -1.04 0.99
H 0.76 -0.16 -0.03
H -0.48 0.77 -0.23
H 0.47 -1.42 0.13
H -0.43 -0.87 -0.33
C -0.50 -0.68 1.24
C -0.09 -0.29 -0.35
C 0.67 1.28 0.10
H 0.52 0.35 -0.61
C 0.63 0.83 0.99
H 0.09 -0.16 -0.63
C -0.06 -0.09 -0.22
H 0.04 -0.22 -0.53
C 0.11 0.69 1.04
H -0.38 -0.18 -0.03
C 0.09 -0.01 0.44
C 0.32 0.19 -0.63
C -0.43 -0.09 -0.36
C 0.11 0.10 -0.48
C -0.21 -0.17 0.41
C 0.30 0.16 -0.66
O -0.31 0.21 0.55
N -0.63 0.97 -0.16
C 1.02 -0.58 0.22
O -1.10 0.66 0.75
N -0.10 0.23 -0.79
C -0.62 -0.86 0.58
O 1.05 1.17 -1.11
H 0.10 -0.30 -0.01
H -0.17 -0.04 -0.04
H 0.20 0.29 0.00
H 0.06 -0.25 0.04
H -0.34 0.08 0.05
H 0.06 -0.30 -0.03
H 0.22 0.19 0.12
H -0.12 -0.20 -0.10
H 0.06 0.03 0.06
H -0.14 0.37 0.02
H -0.28 0.29 0.33

Properties
Spin multiplicity: 1
Electronic energy in eV: -42774.120
Charge: -1

***

[2]
DFT (the ωB97M-V functional and the def2-TZVPD basis) results for a 2-piece molecular cluster, C26H29N2 overall in a non-equilibrium geometry.

Last column: Mulliken charge in e.
Geometry (Å):
C1 -5.185 -3.626 -2.176  -1.463
C2 -3.824 -3.007 -1.933  0.937
C3 -3.722 -1.689 -1.456  -0.965
C4 -2.508 -1.018 -1.455  -0.374
C5 -1.291 -1.639 -1.878  0.069
C6 -0.081 -0.838 -1.808  -0.197
C7 1.223 -1.499 -1.768  1.189
C8 2.432 -0.814 -2.082  -0.350
C9 3.654 -1.491 -2.062  -0.824
C10 3.716 -2.881 -1.845  0.844
C11 4.941 -3.711 -2.107  -1.304
C12 2.546 -3.530 -1.417  -0.833
C13 1.350 -2.846 -1.312  -0.951
C14 -1.411 -3.018 -2.290  -0.204
C15 -2.649 -3.656 -2.312  -0.949
H1 -5.144 -4.723 -2.238  0.360
H2 -5.902 -3.361 -1.392  0.372
H3 -5.613 -3.255 -3.119  0.296
H4 -4.626 -1.223 -1.080  0.377
H5 -2.463 0.028 -1.158  0.454
H6 -0.127 0.125 -2.318  0.560
H7 2.389 0.256 -2.349  0.277
H8 4.593 -0.952 -2.236  0.400
H9 4.642 -4.763 -2.152  0.375
H10 5.388 -3.460 -3.078  0.356
H11 5.710 -3.600 -1.331  0.300
H12 2.598 -4.600 -1.186  0.313
H13 0.486 -3.349 -0.859  0.763
H14 -0.539 -3.604 -2.626  0.623
H15 -2.735 -4.714 -2.580  0.333
C16 -0.985 1.972 4.418  -0.905
C17 -1.365 1.050 3.253  -0.747
C18 -0.546 1.285 2.018  0.600
C19 0.129 2.515 1.849  1.059
N1 0.051 3.504 2.801  -0.074
C20 -0.824 3.411 3.949  -0.603
C21 0.523 4.843 2.565  -0.612
C22 1.732 4.862 1.630  -0.896
C23 1.452 4.037 0.353  -0.734
C24 0.788 2.735 0.611  0.625
C25 0.725 1.734 -0.363  -1.370
N2 0.077 0.561 -0.216  -0.079
C26 -0.510 0.329 0.974  -1.188
H16 -1.753 1.959 5.199  0.373
H17 -0.051 1.636 4.892  0.319
H18 -1.233 0.016 3.598  0.431
H19 -2.446 1.176 3.034  0.280
H20 -1.826 3.847 3.733  0.280
H21 -0.380 4.033 4.746  0.412
H22 -0.268 5.503 2.151  0.281
H23 0.797 5.278 3.537  0.417
H24 1.966 5.914 1.387  0.363
H25 2.616 4.462 2.166  0.329
H26 0.849 4.663 -0.332  0.300
H27 2.423 3.891 -0.136  0.426
H28 1.217 1.895 -1.337  0.478
H29 -1.008 -0.652 1.125  0.452

Atomic forces in eV per Å
C 0.02 -0.23 0.25
C -0.12 0.51 -0.25
C 0.19 -0.36 -0.09
C 0.47 -0.22 -0.47
C -2.06 -0.73 0.80
C 1.47 0.41 -0.70
C 0.78 -0.41 0.57
C -0.25 -0.25 0.02
C -0.07 0.14 -0.11
C -0.66 0.08 0.00
C 0.16 0.01 -0.07
C 0.26 0.11 -0.13
C -0.46 0.54 0.09
C 0.50 0.51 0.20
C 0.02 -0.05 0.17
H 0.09 0.37 0.01
H 0.17 0.00 -0.04
H 0.26 -0.06 0.19
H 0.11 0.24 -0.14
H -0.07 -0.20 0.11
H 0.08 -0.49 -0.09
H 0.11 -0.71 0.13
H -0.47 -0.15 -0.18
H 0.19 0.13 0.08
H -0.07 0.04 0.31
H -0.18 0.04 -0.17
H -0.10 0.45 0.03
H 0.52 0.27 -0.32
H -0.58 0.61 0.12
H 0.28 0.42 -0.20
C 0.22 0.13 0.09
C -0.45 -0.33 0.66
C 0.08 -0.78 -0.98
C -0.58 0.45 -0.08
N 0.10 -0.55 -0.37
C -0.49 -0.15 0.41
C 0.52 0.81 -0.47
C 0.10 -0.16 0.27
C 0.73 1.33 -0.22
C -0.35 -1.04 -0.08
C 0.03 0.16 -0.04
N -0.40 -0.38 1.11
C -0.10 0.66 0.75
H 0.09 -0.15 -0.17
H -0.19 0.06 -0.24
H -0.14 0.09 -0.20
H 0.52 -0.05 -0.03
H 0.46 -0.15 -0.07
H -0.21 -0.30 -0.25
H 0.10 -0.40 0.11
H -0.04 -0.12 -0.26
H -0.08 -0.52 -0.05
H -0.47 0.06 -0.28
H 0.13 -0.36 0.21
H -0.23 -0.10 -0.15
H -0.29 0.00 0.48
H 0.31 0.76 -0.26

Properties
Spin multiplicity: 1
Electronic energy in eV: -30406.727
Charge: +1

***

[3]
DFT (the ωB97M-V functional and the def2-TZVPD basis) results for a 2-piece molecular cluster, C26H29N3O4S overall in a non-equilibrium geometry.

Last column: Mulliken charge in e.
Geometry (Å):
C1 -0.204 -7.764 -3.508  -1.393
C2 -1.306 -6.727 -3.257  0.736
C3 -2.448 -6.974 -4.242  -1.476
O1 -0.850 -5.379 -3.476  -0.427
C4 -0.352 -4.707 -2.389  0.158
C5 -0.987 -3.539 -1.959  -0.441
C6 -0.482 -2.802 -0.880  -0.692
C7 0.678 -3.233 -0.218  0.027
C8 1.257 -2.495 0.916  0.039
O2 0.768 -1.475 1.382  -0.752
N1 2.403 -2.949 1.523  0.040
C9 3.041 -4.110 1.099  0.020
S1 4.501 -4.790 1.798  -0.206
C10 4.458 -6.105 0.630  -0.343
C11 3.389 -6.013 -0.227  -0.873
C12 2.553 -4.843 0.043  0.286
C13 1.330 -4.403 -0.651  0.869
C14 0.815 -5.117 -1.737  -0.441
H1 0.360 -7.508 -4.410  0.327
H2 0.482 -7.823 -2.661  0.330
H3 -0.640 -8.759 -3.641  0.421
H4 -1.688 -6.845 -2.236  0.304
H5 -3.244 -6.240 -4.087  0.355
H6 -2.869 -7.973 -4.099  0.405
H7 -2.089 -6.888 -5.272  0.317
H8 -1.876 -3.200 -2.481  0.465
H9 -0.982 -1.890 -0.556  0.483
H10 2.743 -2.425 2.320  0.230
H11 5.201 -6.896 0.593  0.461
H12 3.196 -6.731 -1.019  0.357
H13 1.351 -5.980 -2.099  0.419
C15 1.966 2.899 2.997  -0.852
N2 1.644 2.271 1.716  -0.101
C16 0.899 2.767 0.723  0.087
O3 0.772 2.118 -0.310  -0.707
C17 0.182 4.126 0.875  0.260
C18 -1.144 3.933 1.638  -1.081
C19 -1.928 5.203 1.906  0.355
C20 -1.645 5.983 3.044  -0.246
C21 -2.358 7.172 3.279  -0.640
C22 -3.358 7.582 2.380  -0.458
C23 -3.646 6.803 1.246  -0.664
C24 -2.933 5.615 1.010  -0.153
N3 -0.081 4.703 -0.453  -0.039
C25 -0.021 5.970 -0.858  0.726
C26 0.409 7.065 0.097  -0.862
O4 -0.293 6.259 -2.013  -0.702
H14 2.677 2.274 3.541  0.354
H15 2.419 3.879 2.836  0.289
H16 1.066 3.006 3.604  0.241
H17 2.002 1.342 1.538  0.302
H18 0.822 4.792 1.450  0.236
H19 -1.775 3.245 1.074  0.369
H20 -0.936 3.457 2.596  0.392
H21 -0.876 5.671 3.736  0.388
H22 -2.139 7.772 4.152  0.381
H23 -3.904 8.498 2.558  0.393
H24 -4.410 7.120 0.551  0.378
H25 -3.148 5.026 0.130  0.353
H26 -0.298 4.036 -1.181  0.231
H27 0.493 7.996 -0.462  0.322
H28 1.374 6.818 0.531  0.285
H29 -0.342 7.185 0.873  0.157

Atomic forces in eV per Å
C 0.10 0.18 0.24
C -0.14 -0.81 -0.60
C -0.10 0.35 0.15
O -0.07 0.11 0.42
C 0.64 0.01 0.44
C 0.08 0.50 0.53
C 0.02 -0.40 -0.41
C 0.43 -0.56 -0.11
C -0.72 1.39 0.69
O -0.31 0.16 -0.21
N 0.89 -1.36 -0.37
C 0.05 -0.24 -0.17
S -0.72 -0.23 -0.85
C -0.94 0.18 -0.67
C 0.28 0.83 0.94
C 0.32 -0.41 -0.10
C 0.28 -0.24 0.04
C -0.29 0.03 -0.20
H -0.10 0.00 0.10
H 0.06 -0.03 -0.11
H 0.00 0.15 0.02
H 0.11 0.27 -0.01
H 0.09 -0.09 -0.07
H 0.11 0.12 0.00
H -0.02 0.00 0.13
H 0.08 -0.06 0.06
H 0.19 -0.20 -0.02
H -0.24 -0.03 -0.25
H -0.05 0.38 0.30
H 0.08 0.13 0.19
H -0.04 -0.06 -0.04
C -0.27 -0.06 -0.44
N 0.61 0.07 1.24
C -0.47 -0.24 -1.47
O -0.28 0.47 0.12
C -0.20 0.36 -0.39
C -0.26 -0.05 0.29
C -0.03 0.28 -0.07
C -0.86 0.48 -0.68
C -0.15 -0.53 -0.73
C 0.44 -0.72 -0.17
C 0.68 -0.24 0.58
C 0.17 0.68 0.78
N 0.36 -1.72 1.25
C 0.19 1.57 -0.67
C -0.10 -0.26 -0.11
O -0.15 -0.06 -0.22
H -0.11 0.06 -0.16
H 0.01 -0.01 0.13
H 0.08 0.08 0.14
H -0.19 0.08 -0.07
H 0.03 0.23 -0.03
H 0.11 -0.06 -0.08
H 0.05 -0.14 0.08
H 0.10 -0.08 0.08
H 0.01 0.01 0.04
H -0.01 0.02 0.02
H -0.02 0.00 -0.01
H 0.02 -0.07 -0.02
H 0.05 -0.12 0.02
H -0.02 -0.18 -0.03
H 0.09 0.05 0.26
H 0.04 0.03 0.27

Properties
Spin multiplicity: 1
Electronic energy in eV: -50929.757

***

Question: What is the formula in the third record?
Answer: C26H29N3O4S

***

Question: Number 3 is which compound?
Answer: C26H29N3O4S

***

Question: What is the formula in the third record?
Answer: C26H29N3O4S